No. 1
The following is a quantum chemistry calculation of a molecular structure, C24H45Cl3N3O4RuSi, from OMol25.

The geometry in XYZ format:
```
81
Properties=species:S:1:pos:R:3
C -2.04058 4.33638 -4.47311
N 1.36793 -3.04086 -2.36039
C 2.12898 1.77728 3.36565
C -3.55022 2.98724 -0.36132
H -0.42577 -3.10271 -1.32136
N 2.18600 -5.34815 3.53808
H 0.20645 -4.45018 -3.45829
O 1.16617 -3.70838 2.43851
H -3.90078 4.65224 -1.62001
H 0.10762 -5.38648 3.55491
H 1.67451 3.49143 -1.33857
C 0.58569 -2.70105 -1.33336
H 0.29810 3.75034 -2.39301
N 1.90072 0.47959 3.99090
C -2.47037 3.49596 -5.49916
H 1.74832 0.79541 0.64021
H 0.14852 -2.79109 -4.08513
O -1.76251 1.48325 -1.06999
H 4.04960 -5.52003 4.55506
C 3.34012 -6.11400 3.95185
H -0.82307 0.13906 -3.07381
Cl -2.02738 -1.30064 -1.17675
H -5.05848 2.22520 0.93905
Si 0.04788 1.59387 -1.13337
Cl -0.97274 -2.02595 1.87474
C 0.01729 0.84092 -2.95968
C 2.21229 -4.34103 2.60589
H 1.18351 2.19151 2.99423
C 1.46402 -0.54504 3.21952
H -3.57704 1.26982 0.93921
H 3.87780 -6.47934 3.06576
C 1.73275 0.85662 -0.46209
H 2.05917 -0.11286 -0.83112
C -2.22567 3.96796 -3.12629
H -2.33303 3.78254 -6.54172
C -3.15688 2.32382 -5.19055
C 3.48421 -4.06469 1.87210
C 0.94538 -5.42293 4.26464
C -3.87821 4.26845 -0.59750
H 1.06492 -1.40664 3.77411
H -0.17410 1.65071 -3.68938
H 2.00655 1.37630 5.88257
H 2.46592 1.60404 -0.80117
C 0.58237 3.38364 -1.40844
Cl -0.41058 2.17570 1.16719
C 1.87135 0.39395 5.44485
C -2.81526 2.73542 -2.84849
H 0.83322 -4.53727 4.90381
H 2.54739 2.47133 4.09917
C -4.43579 5.22419 0.40695
H 3.28876 -2.61493 -1.61379
H 0.92304 0.32386 -3.31985
C -3.35302 1.94822 -3.87305
Ru -0.40837 -0.48093 0.24167
O 0.97447 -1.91371 -0.41639
H 3.26659 -3.30585 1.13238
H -3.50571 1.64428 -5.96816
C 0.79717 -3.53962 -3.61114
H -3.78333 5.31387 1.29208
H 3.12332 -2.78781 -3.38951
O 1.46634 -0.56260 1.99334
H 2.67864 -0.24901 5.81843
H 1.61782 -3.74977 -4.29107
C -2.94062 2.12638 -1.45924
H -3.68311 1.32193 -1.55219
H 3.86776 -4.96342 1.37405
H 2.81078 1.70071 2.51183
C 2.66214 -2.39023 -2.48272
H -5.45022 4.93234 0.73490
H 3.02601 -6.98702 4.52707
H -1.88716 4.61755 -2.30360
H 0.10863 4.01239 -0.64037
H -4.51048 6.21503 -0.07185
H 2.55579 -1.30052 -2.58840
H -1.50668 5.26003 -4.70140
H 0.89517 -6.32189 4.87850
H 4.23578 -3.68507 2.57407
C -3.96173 2.28489 0.89212
H 0.91679 -0.03853 5.78275
H -3.63164 2.83811 1.77936
H -3.85919 1.02648 -3.58468
```

Output
* net charge: 0
* HOMO level (alpha / beta): -8.060 / -8.055 eV
* ΔE to the lowest compared entry with this formula, charge and spin: 220.4 kJ/mol
* E_LUMO (alpha / beta): 0.41 / -1.65 eV
* 2S+1: 6
* <S²>: 8.7617
* maximum force: 4.52 eV Å⁻¹
* DFT total energy: -3171.602047 hartree

No. 2
The following is a quantum chemistry calculation of a molecular structure, C35H92N5O15, from OMol25.

The geometry in XYZ format:
```
147
Properties=species:S:1:pos:R:3
H -4.69377 7.08213 26.49192
H -10.00018 2.65449 26.69733
H -0.17159 8.36469 29.72972
O -1.49663 -2.84988 25.90096
H -2.38224 4.31603 25.18516
C -4.96805 -1.65804 33.96897
O -2.07371 4.09218 24.28810
C -7.82267 4.59988 22.81207
H -3.31259 5.78676 32.74553
C -1.34223 4.61217 30.72545
H -4.68588 6.00050 25.07751
H -8.15330 4.79259 21.78639
C -8.07837 2.73574 27.56953
C -3.25470 1.42252 26.66913
H -3.23824 3.77334 30.23737
H -2.55739 3.34093 31.57477
H -5.52711 -1.82066 34.88672
H -0.42565 2.56311 22.49805
H -5.52167 1.89329 27.87475
C -6.81848 5.70195 23.11122
H -6.59591 2.64427 36.02516
H -3.19698 -4.04342 25.88748
H -1.75875 6.00470 29.12730
H -3.70461 7.32839 31.40566
H -7.48330 2.36984 28.41531
C -8.79627 7.60788 29.29322
H -1.18455 4.94237 28.73125
N -4.04478 3.80832 26.53530
O -5.07901 8.95123 31.38141
H -5.14008 4.09911 32.19694
C -2.65260 -3.39683 26.57575
C -3.61478 2.74209 27.42621
H -1.57914 4.94374 27.05251
C -6.03751 -0.68329 30.49167
H -4.32256 -0.39382 31.77679
H -3.15229 6.50984 28.25664
H -1.44734 2.60016 27.94290
H -1.83773 0.61372 23.60195
H -3.65217 5.30446 29.27748
H -8.20175 6.53371 27.50539
C -5.28783 8.68548 30.00113
H -8.14357 4.12714 31.38734
H -9.88373 0.42438 28.22337
H -6.77507 4.65284 30.36245
H -8.07423 3.82712 27.50123
H -4.49274 -2.70657 27.27865
H -4.05016 -1.08873 34.12592
O -3.00041 -1.81797 28.33544
H 0.18750 3.84908 29.34840
C -6.47734 1.80479 35.33492
H -4.72443 -2.13929 31.46322
C -0.77801 3.58541 29.78344
O -9.74083 5.57919 28.44534
N -5.89573 -1.38298 29.18868
H -3.20976 6.46307 25.78509
C -3.28222 5.41853 28.25149
O -7.47326 2.26716 26.38689
H -1.76157 6.74110 30.71075
H -0.89435 2.97219 25.56190
H -7.99998 -1.59903 30.94576
C -3.51008 -2.25682 27.10960
H -6.70527 1.99004 31.02315
H -5.49603 1.67861 31.95892
H -8.05435 -0.11616 29.95624
O -4.98621 3.39270 25.54121
H -2.40014 2.96883 29.24440
H -6.05469 4.65146 28.62467
H -7.44943 6.58636 22.94276
H -1.17186 -2.14468 26.46731
C -4.23565 6.19016 26.05056
C -2.34164 3.19339 28.17148
H -0.77593 4.62742 31.65762
C -7.52623 -0.63629 30.76394
O -1.94943 1.50598 23.27059
H -8.01703 8.35577 29.10996
H -5.45725 6.90450 33.04307
H -3.20026 8.79057 32.15213
O -7.17241 3.29415 22.77050
O -9.52768 0.75308 27.39547
H -2.94156 1.67589 25.65418
C -4.54659 8.25166 34.55378
H -6.05121 -2.37551 29.38882
H -7.81853 0.14989 31.47340
H -6.86124 3.95765 34.14540
H -6.48397 5.02168 26.96648
H -8.31190 6.99526 30.05939
C -4.68958 2.26435 28.47566
C -9.49305 2.17105 27.53749
H -4.65989 -2.66802 33.66810
H -4.19311 1.41082 28.94858
H -5.73235 0.36181 30.40693
N -5.80617 2.38820 31.29463
C -6.77425 3.13765 33.42881
O -9.98381 8.13739 29.83234
C -0.72405 2.23821 23.49690
C -9.11668 6.79380 28.04520
C 0.26501 7.52888 29.17895
H -2.39708 0.91311 27.11672
C -4.08901 8.17058 31.99298
C -5.11877 -1.13642 31.67208
H -3.69048 -1.51474 26.32907
H -5.40931 8.92230 34.52433
H -6.66263 2.78848 26.18177
H -1.46295 3.26997 28.99024
O 0.10503 6.38344 30.00350
C -7.10236 4.46295 31.38371
H -0.05156 4.01980 24.56142
H -0.69314 2.59896 30.25695
H -0.06021 7.36093 28.15065
H -4.87018 -1.45006 29.11931
N -2.74487 4.17871 31.02826
O -5.62061 5.68212 22.37904
O -5.99012 2.09802 34.05288
H -6.64994 5.73513 24.19103
H -0.00826 1.45880 23.77468
N -3.39746 6.47001 33.50492
H -5.79148 7.73116 29.81431
C -0.91132 3.32982 24.52454
H -7.91446 2.70553 22.93836
H -2.16776 -1.34314 28.34504
H -4.36105 8.59242 29.42911
H -5.93028 9.52972 29.76181
H -5.04822 2.93605 29.25504
H -2.25461 -4.02433 27.37747
H 1.33811 7.70810 29.08892
H -10.65519 8.28661 29.16494
C -1.24358 5.99316 30.09580
H -3.83809 5.81908 34.16128
C -1.97724 4.66463 28.03103
C -5.75052 5.23021 27.75054
H -5.42746 6.54002 21.99858
H -10.23215 5.28152 27.67296
H -9.75318 7.45565 27.44839
H -7.27466 1.06008 35.39920
H -5.65369 1.27513 35.83452
H -5.91406 6.26118 28.09223
C -4.35980 5.12396 27.13946
O -5.79032 -1.17126 32.91855
C -6.09501 3.57565 32.13543
H -7.25979 5.41873 31.89713
H -4.11656 0.76173 26.59370
H -8.59217 4.48935 23.57372
H -3.64515 8.85607 34.63514
C -4.50567 7.39108 33.28317
H -4.64347 7.61748 35.43604
H -10.05832 2.47294 28.42614
H -7.73396 2.70593 33.13318
```

Output
* net charge: -1
* HOMO level: -2.641 eV
* E_LUMO: 2.11 eV
* maximum force: 8.19 eV Å⁻¹
* DFT total energy: -2790.515800 hartree

No. 3
The following is a quantum chemistry calculation of 9 unconnected molecules or ions with the total composition C48H126N18O12P6, from OMol25.

The geometry in XYZ format:
```
210
Properties=species:S:1:pos:R:3
H -2.14354 3.99267 2.70204
H -0.98647 8.65689 3.35545
C -6.95358 0.85139 6.31168
C 3.40136 3.13056 -5.61932
C -4.93726 1.81212 5.05721
H -2.38746 9.14215 1.53137
H 5.60488 2.29445 -1.64730
H 7.00244 1.17828 -1.39798
H -5.60974 3.90576 1.29377
H 8.93345 -0.01289 1.72367
H 5.59427 0.80784 -2.44544
H -4.22089 -6.19017 3.71758
C -3.00609 -2.67193 2.41983
H -6.12502 0.37436 6.83516
C -2.89210 2.96954 -0.58300
H 4.30962 2.59887 -8.22384
H -4.75382 -2.52074 -2.35499
H 2.70921 6.06251 7.70919
H -3.38044 -1.95066 3.14629
C 2.45698 -3.58041 -1.49661
N -6.25123 3.72096 3.35415
C 4.32181 6.17826 5.07033
C 0.30596 1.24750 -5.96082
C -1.73089 -3.28575 4.47919
H 0.08683 -6.60888 -0.76688
H 1.02941 0.59696 2.64122
H -5.71360 2.28789 1.73500
C -1.15343 4.21690 2.30515
C 2.66662 4.94098 5.83732
H -2.61875 7.52557 1.02852
C -0.71030 8.49164 0.36536
H -9.63086 3.42852 2.52031
C -0.56966 2.43206 -1.15622
H -2.97964 -2.59438 -2.31162
H -5.70988 5.81223 2.89513
H -7.66676 0.33760 1.89725
C 0.59048 -6.87868 -1.69513
H 3.87055 4.29506 4.22770
H -0.44665 3.51248 -1.08098
O -2.66058 0.41754 -4.80758
O -3.30883 -1.70846 -5.07571
N -0.33818 0.26366 1.17945
C 5.08631 -0.81131 3.29277
H -0.24708 -0.51997 3.21446
O 3.91655 0.04047 -4.33463
H 2.02298 -1.93586 -8.24612
H -9.89944 1.86124 1.82337
H 6.29434 -2.33265 -0.37870
H 0.39115 -3.28623 -4.75557
H -4.64622 2.86254 5.05470
N -6.35931 1.78053 5.32314
H -4.84170 -0.26316 -3.17111
N -0.40948 2.98723 2.00010
C 4.53546 -2.03397 1.30921
N 3.44906 1.85694 -6.32240
H 1.66421 4.64606 5.52702
C 0.33418 7.63546 2.19422
H 2.12241 -4.46608 2.97438
C -6.01788 5.15603 3.70916
H -0.88026 2.19017 -2.17264
H -2.84657 -7.16629 4.33650
O 5.43326 6.37151 4.64161
C 1.89492 -1.01872 -7.67119
H 3.24258 1.29768 -1.11764
H 3.29654 0.78478 0.57095
C 5.92128 1.26054 -1.50938
O -2.68236 1.27672 2.10015
H 3.10717 -2.78214 -4.78433
C 3.35968 5.18804 4.58780
N -1.73991 2.09391 -0.28632
H 8.92057 0.64587 -0.02312
H -1.01968 -4.53389 -3.46978
H 5.02080 -1.28380 -6.22147
H -10.52780 2.23764 3.37590
H -3.80059 2.49676 -0.20986
H 3.04060 -4.37395 -1.02993
H -2.62598 -7.79307 1.05429
H 4.45027 0.79759 -7.86460
H -0.29024 -7.01979 3.77333
H 5.97211 -1.26222 3.74012
H 6.81735 -1.29007 -1.51591
H -0.29004 0.23018 -3.63269
O 6.53284 1.48229 1.85004
C -0.38815 -0.76002 0.09320
H -2.61438 -2.03598 1.62596
C 3.84617 1.31010 -0.21010
H -0.27168 -5.57726 4.78028
O 3.74497 6.98357 6.04335
C 0.92392 3.27902 1.61656
H 4.25192 -3.34758 -3.55493
H 2.37619 3.10917 -5.24963
H 5.25902 0.20123 3.65752
H 1.72898 -0.21307 -8.38637
C 1.16803 -6.23441 -6.08227
P -1.40675 1.65176 1.38692
H 3.53275 3.99902 -6.26478
H -1.38301 4.86457 1.45902
N -8.26730 1.95956 3.19860
C -5.43945 3.25664 2.15269
H 1.22421 -0.77958 -3.50985
C -3.87046 -2.75148 -4.30807
N 1.34870 -5.06269 -5.22904
P 3.02835 0.38312 -5.45842
N 2.32244 -3.78456 -2.99730
H 2.06628 -6.84817 -6.01489
H -2.95351 2.98791 -1.67112
P 1.91458 -5.35138 -3.60760
H 1.29391 -6.14722 4.23459
H -4.90141 -2.72897 -4.66125
N 5.13676 -0.84261 1.86220
H -1.38693 -0.87767 -0.32716
H -3.76644 -3.34927 2.03099
H -4.70660 1.65262 4.00390
C 4.45801 1.81705 -7.47895
H -8.69642 -0.20762 3.21420
H -7.47529 1.46015 7.05015
H 4.09523 -2.65423 -6.61770
H 3.96692 2.34811 0.09986
H -1.82657 -2.24201 4.77841
H -0.87658 7.93385 -0.55623
H -2.70081 3.91352 -0.07268
H -5.21741 5.24485 4.44363
N 7.40444 -0.66172 0.41631
C 0.23988 -6.08659 3.96358
N -2.44623 -6.10926 2.43603
C 2.70772 6.18616 6.62623
H 3.00952 4.08274 6.41522
H -0.62536 4.82134 3.04264
H 0.29120 -6.77951 -5.73279
H 0.06105 -7.67596 -2.21682
H 3.29416 -1.90372 -3.33252
N 1.31043 0.53201 -5.07647
C -1.07156 7.81941 2.66300
C -3.13604 -6.28607 3.76246
C -7.94287 0.52851 2.93428
H -4.38502 3.25186 2.42883
H 1.24654 0.81287 -2.99506
C 0.50849 -3.90539 -5.64494
C 8.77350 -0.19051 0.66020
H -3.52567 -3.76861 -4.49430
H 1.38035 2.40318 1.15538
O -8.24478 3.70400 5.20816
H 5.50604 1.82468 -7.17950
H 1.60622 -7.27018 -1.63945
H -0.12029 -1.74524 0.47491
C -3.84030 -2.24360 -2.88109
H -7.67385 0.21554 5.79690
H -0.68949 -3.54688 4.66739
H -4.28014 1.16519 5.63839
H 4.15681 3.26051 -4.84440
C -0.66843 -4.95548 -2.52798
H -0.51341 -4.22421 -5.85031
H -6.95012 5.57345 4.08966
P -1.36905 -4.87530 2.07963
H -1.42357 -5.54860 -2.01216
O 1.35105 7.29081 2.89028
N 5.21393 0.74471 -0.38859
N 0.49280 -5.76978 -2.67960
H -4.15053 -7.00375 1.55946
C -3.19147 -0.59259 -4.44324
H -0.46044 -4.09620 -1.89042
N -1.99447 -3.58275 3.03548
H 2.82872 -2.59102 -1.23016
N 3.00217 -0.87456 -6.68395
C -9.64079 2.36417 2.75517
O -1.30428 -4.48584 0.66577
C 0.79126 0.18807 -3.76347
H -3.30261 -0.11525 -2.37483
H 3.55059 -2.33897 1.66292
H -2.44749 -3.74751 5.15842
C -1.83916 8.21888 1.34418
O 3.04230 -6.25633 -3.44933
C 4.25381 -1.61896 -6.91967
C -3.84282 -0.69665 -3.12197
H 1.05537 -1.04612 2.05635
P -7.32281 2.86187 4.36204
H -7.00014 0.23369 3.39518
H 5.08395 -2.94812 1.53638
O 0.51129 8.12841 0.91632
H -1.59298 6.95308 3.07008
H 1.88838 6.78957 6.23548
H 0.93568 -1.21842 -7.19362
H 1.46682 -3.64356 -1.04529
H -0.69576 0.82027 -6.00699
N 0.10754 -5.26518 2.73284
C 0.38933 -0.24377 2.37375
H 0.76645 4.13768 0.96385
H 4.58597 -1.64402 -7.95753
P 6.12268 0.35378 0.96503
H 0.33189 1.86442 -0.92581
H 1.39775 3.56769 2.55477
H 0.22432 2.21721 -5.46981
H 8.04997 -2.29380 -0.49735
H 0.69415 -3.33881 2.80491
H 2.71799 5.67755 3.85519
H 1.14749 -4.15308 1.40727
H 0.92281 -5.90331 -7.09140
H 0.95982 -3.38584 -6.49019
C 7.15030 -1.68108 -0.55447
H -0.90566 9.52656 0.08452
H 0.78045 1.54745 -6.89516
C -3.10824 -6.84294 1.28402
H -2.68050 -5.57446 4.45109
H 9.50768 -0.93822 0.36012
H 4.17387 -1.24117 3.70603
H 4.30326 -1.90927 0.25155
C 1.16540 -4.27014 2.49082
H -3.04563 -6.14439 0.44964
H 0.46956 -0.55793 -0.54834
C 3.26034 -2.92404 -3.71452
```

Output
* net charge: 0
* HOMO level: -8.019 eV
* E_LUMO: 0.17 eV
* maximum force: 5.57 eV Å⁻¹
* structure (SMILES): CN(C)P(=O)(N(C)C)N(C)C.CN(C)P(=O)(N(C)C)N(C)C.CN(C)P(=O)(N(C)C)N(C)C.CN(C)P(=O)(N(C)C)N(C)C.CN(C)P(=O)(N(C)C)N(C)C.CN(C)P(=O)(N(C)C)N(C)C.O=C1CCCO1.O=C1CCCO1.O=C1CCCO1
* DFT total energy: -5841.149109 hartree

Q: Look up the DFT total energy of the second one.
A: -2790.515800 hartree